{
  "formula": "C48H36MnN4OS",
  "method": "ωB97M-V/def2-TZVPD",
  "elements": ["Mn", "C", "C", "C", "C", "C", "C", "C", "C", "C", "C", "C", "N", "C", "C", "C", "C", "C", "C", "C", "C", "C", "C", "C", "C", "C", "N", "C", "C", "C", "C", "C", "C", "C", "C", "C", "C", "C", "C", "N", "C", "C", "N", "C", "C", "C", "C", "C", "C", "H", "H", "H", "H", "H", "H", "H", "H", "H", "H", "H", "H", "H", "H", "H", "H", "H", "H", "H", "H", "H", "H", "H", "H", "H", "H", "H", "H", "O", "S", "C", "C", "C", "C", "H", "H", "H", "H", "H", "H", "H", "H"],
  "positions_angstrom": [[0.484, -0.183, -0.378], [2.808, 6.362, -3.769], [1.523, 6.245, -3.256], [1.121, 5.063, -2.651], [1.996, 3.985, -2.549], [3.279, 4.110, -3.071], [3.685, 5.291, -3.676], [1.561, 2.719, -1.891], [1.866, 2.520, -0.573], [2.490, 3.517, 0.270], [2.499, 3.036, 1.525], [1.921, 1.710, 1.488], [1.556, 1.409, 0.186], [1.814, 0.890, 2.573], [1.372, -0.456, 2.499], [1.380, -1.361, 3.572], [0.983, -2.586, 3.068], [0.714, -2.399, 1.703], [0.169, -3.393, 0.847], [0.036, -4.768, 1.405], [1.165, -5.543, 1.658], [1.044, -6.817, 2.191], [-0.211, -7.336, 2.481], [-1.342, -6.571, 2.237], [-1.217, -5.295, 1.705], [-0.300, -3.125, -0.404], [-0.272, -1.899, -1.052], [-0.953, -2.070, -2.242], [-1.113, -1.145, -3.235], [-1.913, -1.507, -4.441], [-1.308, -2.101, -5.545], [-2.054, -2.437, -6.665], [-3.417, -2.179, -6.696], [-4.029, -1.582, -5.603], [-3.279, -1.247, -4.484], [-0.486, 0.120, -3.225], [-0.475, 1.012, -4.316], [0.331, 2.068, -3.962], [0.779, 1.822, -2.649], [0.279, 0.619, -2.195], [-1.410, -3.440, -2.339], [-0.980, -4.089, -1.246], [0.948, -1.089, 1.348], [2.208, 1.414, 3.911], [3.419, 1.054, 4.497], [3.780, 1.557, 5.739], [2.932, 2.426, 6.413], [1.723, 2.789, 5.838], [1.365, 2.284, 4.596], [3.124, 7.284, -4.241], [0.833, 7.077, -3.326], [0.119, 4.967, -2.252], [3.961, 3.270, -2.998], [4.688, 5.375, -4.076], [2.851, 4.470, -0.081], [2.877, 3.511, 2.416], [1.674, -1.125, 4.581], [0.874, -3.516, 3.601], [2.143, -5.136, 1.432], [1.931, -7.409, 2.377], [-0.306, -8.330, 2.898], [-2.325, -6.965, 2.464], [-2.099, -4.692, 1.520], [-0.243, -2.299, -5.518], [-1.571, -2.902, -7.515], [-4.001, -2.442, -7.569], [-5.092, -1.377, -5.621], [-3.753, -0.779, -3.629], [-0.991, 0.855, -5.249], [0.590, 2.931, -4.552], [-1.964, -3.838, -3.174], [-1.108, -5.130, -1.001], [4.079, 0.377, 3.968], [4.726, 1.273, 6.181], [3.215, 2.820, 7.380], [1.058, 3.468, 6.357], [0.423, 2.567, 4.140], [-1.322, 0.610, 0.465], [-1.542, 1.257, 1.814], [-2.498, 0.049, 2.770], [-3.726, 0.780, 3.293], [-4.211, 1.640, 2.127], [-2.974, 2.358, 1.593], [-1.852, -0.392, 3.527], [-2.761, -0.711, 2.030], [-3.459, 1.414, 4.143], [-4.482, 0.075, 3.639], [-4.977, 2.353, 2.430], [-4.637, 1.004, 1.349], [-2.756, 3.274, 2.143], [-2.992, 2.582, 0.527]],
  "forces_ev_per_angstrom": [[-0.022, 0.064, 0.082], [0.002, 0.007, -0.002], [0.003, 0.000, 0.003], [-0.007, 0.009, -0.018], [-0.004, 0.012, 0.020], [0.005, -0.008, 0.013], [-0.003, 0.003, 0.005], [-0.060, -0.043, -0.103], [0.061, 0.030, 0.069], [-0.005, -0.015, -0.057], [-0.006, -0.040, 0.035], [0.095, 0.068, -0.018], [-0.029, -0.013, 0.025], [0.009, -0.042, 0.021], [0.028, 0.021, 0.005], [-0.008, -0.009, -0.004], [0.000, 0.020, -0.011], [-0.064, 0.017, 0.017], [0.031, -0.009, 0.052], [-0.036, 0.018, -0.015], [0.021, 0.010, -0.008], [-0.005, -0.006, 0.011], [0.000, -0.003, -0.007], [-0.005, 0.013, 0.000], [-0.006, -0.030, 0.018], [-0.026, -0.009, -0.078], [-0.018, 0.005, -0.009], [0.026, -0.094, 0.004], [-0.003, 0.078, -0.015], [-0.005, -0.008, -0.003], [0.014, -0.001, -0.004], [-0.011, 0.000, -0.002], [0.002, -0.002, 0.002], [-0.002, -0.004, -0.006], [-0.006, 0.002, 0.009], [-0.006, -0.064, 0.029], [0.023, 0.038, -0.019], [-0.015, -0.040, -0.025], [0.024, 0.024, 0.088], [0.019, 0.023, -0.057], [-0.014, 0.035, -0.030], [0.012, 0.006, 0.030], [0.080, -0.043, 0.072], [-0.021, 0.034, -0.006], [0.002, -0.029, -0.009], [-0.003, 0.008, 0.010], [-0.002, 0.002, -0.002], [-0.002, -0.002, -0.002], [0.006, 0.004, 0.014], [-0.001, -0.001, -0.002], [0.002, 0.003, -0.002], [0.000, 0.000, 0.003], [0.003, 0.001, 0.001], [0.001, -0.003, -0.001], [-0.005, 0.003, 0.000], [0.004, -0.005, 0.000], [-0.001, -0.002, 0.004], [-0.004, -0.002, 0.006], [0.000, 0.000, 0.000], [0.001, 0.000, -0.001], [0.000, -0.003, -0.001], [0.003, -0.006, 0.004], [0.000, 0.000, -0.001], [0.000, -0.002, 0.002], [0.003, 0.000, -0.001], [0.001, 0.001, -0.002], [-0.001, 0.001, -0.001], [0.002, -0.003, 0.000], [-0.006, -0.001, 0.001], [-0.006, 0.009, 0.002], [0.007, 0.006, -0.006], [0.002, 0.003, 0.008], [0.001, 0.000, 0.000], [0.004, -0.003, -0.004], [0.002, -0.001, 0.002], [0.001, 0.001, 0.003], [0.000, 0.008, -0.004], [-0.232, -0.011, -0.246], [0.166, 0.029, 0.050], [0.007, -0.043, 0.052], [0.008, 0.017, 0.000], [-0.005, 0.009, 0.000], [-0.033, -0.020, -0.027], [0.011, 0.006, 0.007], [0.017, -0.017, 0.010], [0.002, -0.004, 0.006], [-0.006, -0.001, -0.016], [-0.011, -0.003, -0.012], [0.015, -0.012, 0.004], [0.000, -0.020, 0.030], [-0.023, 0.030, 0.012]],
  "s2": 8.845,
  "largest_force_ev_per_a": 0.339,
  "multiplicity": 6,
  "homo_ev": [-5.02, -6.58],
  "homo_lumo_gap_ev": [4.74, 5.56]
}